A structure of composition C24H21N3O4, computed with ωB97M-V/def2-TZVPD.

## Properties
- HOMO energy (eV) = -8.3
- LUMO level (eV) = -0.52
- total energy (eV) = -37869.4370
- frontier orbital gap (eV) = 7.78
- molar mass (Da) = 415.4

```
! RIJCOSX wB97M-V def2-TZVPD def2/J DEFGRID3
* xyz 0 1
O -0.256 3.429 0.680
O 1.797 0.017 1.913
O 3.297 2.941 0.888
O -0.332 0.570 -1.658
N -0.560 1.165 1.025
N -0.219 -0.458 0.772
N -1.035 -2.299 -0.148
C 1.686 -4.711 -0.213
C 2.731 2.089 -0.142
C -0.642 -0.303 -2.780
C 0.910 -0.680 1.370
C 0.157 -2.848 0.213
C 1.306 1.734 -0.453
C 0.237 2.050 0.487
C 0.506 -4.263 -0.361
C 2.510 -2.649 0.944
C -4.979 -1.056 0.478
C 2.864 -3.851 0.261
C -4.248 1.065 -0.218
C 2.419 3.097 2.157
C 3.705 1.562 -1.171
C 1.064 0.949 -1.621
C -4.601 2.466 -0.997
C 1.230 -2.118 0.616
C 2.006 0.421 -2.197
C 3.340 0.877 -2.062
C -2.578 -0.403 0.215
C -1.211 -0.978 0.375
C -3.596 -1.395 0.673
C -5.263 0.344 0.094
C -3.036 0.660 -0.125
H 3.231 3.463 2.806
H -1.517 -0.350 -2.754
H 4.553 2.136 -0.759
H 1.943 2.222 2.391
H -6.266 0.748 0.151
H 2.019 -0.204 -3.192
H -0.443 0.407 -3.814
H -0.331 -4.814 -0.889
H -1.413 1.389 1.911
H -4.897 2.432 -1.867
H -5.759 -1.770 0.933
H 3.258 -2.079 1.481
H 3.734 -4.241 0.167
H 1.992 -5.625 -0.694
H -3.382 -2.545 0.986
H -0.036 -1.257 -2.738
H -5.491 2.893 -0.038
H -3.904 3.270 -0.627
H 4.211 0.764 -2.892
H -2.115 1.285 -0.451
H 1.620 3.892 1.841
*
```

Here are the Mulliken charges for atoms 1 to 2, given in e: number 1, O, carries -0.773; number 2, O, carries -0.637

=====

A structure of composition C24H21N4O3SSeTi, computed with ωB97M-V/def2-TZVPD.

## Properties
- HOMO energy (spin up / spin down) (eV) = -8.0 / -10.9
- LUMO level (spin up / spin down) (eV) = -3.01 / -3.27
- total energy (eV) = -136625.9979
- frontier orbital gap (spin up / spin down) (eV) = 5.00 / 7.64
- molar mass (Da) = 572.4

```
! RIJCOSX wB97M-V def2-TZVPD def2/J DEFGRID3
* xyz 1 3
Se 5.191 5.724 -0.814
Ti -0.171 0.158 -0.629
S -0.197 -2.992 -0.202
O -2.104 0.110 -0.646
O -0.221 0.074 1.231
O -0.032 -1.874 -1.267
N 1.957 0.400 -0.975
N 5.287 3.925 -0.771
N 3.388 5.725 -0.793
N 0.052 2.200 -0.989
C 1.010 -4.257 -0.598
C -0.963 3.119 -1.062
C 0.240 -5.571 -0.505
C -2.001 0.109 4.345
C 1.600 4.067 -0.909
C 4.066 3.488 -0.835
C -1.612 -3.993 -0.722
C -3.345 0.083 3.938
C 2.363 1.703 -0.926
C -0.974 0.108 3.436
C -4.399 0.057 -0.226
C -0.757 4.463 -1.046
C 1.335 2.681 -0.930
C 0.567 4.960 -0.959
C -1.251 0.080 2.060
C -1.071 -5.326 -1.249
C -3.625 0.063 2.600
C 4.258 -0.281 -0.993
C 3.017 4.482 -0.847
C -2.597 0.064 1.624
C -2.981 0.074 0.230
C 4.681 1.065 -0.912
C 2.923 -0.556 -1.026
C 3.733 2.049 -0.887
H -4.925 0.946 0.128
H -1.794 -6.123 -1.086
H 1.861 -4.157 0.072
H -1.768 0.133 5.403
H -1.957 2.698 -1.132
H -2.239 -4.115 0.161
H 1.316 -4.035 -1.623
H 0.060 0.132 3.749
H -1.604 5.131 -1.102
H 0.768 6.022 -0.946
H 0.830 -6.386 -0.920
H -0.896 -5.258 -2.323
H 4.973 -1.090 -1.033
H 0.041 -5.823 0.540
H -2.145 -3.380 -1.449
H 5.730 1.325 -0.886
H -4.659 0.054 2.283
H -4.434 0.035 -1.311
H -4.143 0.086 4.666
H 2.554 -1.570 -1.106
H -4.934 -0.807 0.169
*
```

Here are the Mulliken charges for atoms 1 to 2, given in e: number 1, Se, carries 0.241; number 2, Ti, carries 0.798

=====

A structure of composition C24H21N9O5S3Zr, computed with ωB97M-V/def2-TZVPD.

## Properties
- HOMO energy (eV) = -13.5
- LUMO level (eV) = -6.78
- total energy (eV) = -82653.0803
- frontier orbital gap (eV) = 6.68
- molar mass (Da) = 702.9

```
! RIJCOSX wB97M-V def2-TZVPD def2/J DEFGRID3
* xyz 2 1
Zr -0.110 0.103 -0.098
S 2.978 -4.334 -5.715
S -2.624 2.228 -1.162
S -1.261 -1.988 1.127
O 0.692 3.054 4.762
O -1.891 1.235 -0.211
O 0.857 1.648 -0.883
O 2.726 3.748 5.681
O 0.732 3.796 -0.206
N -0.563 -0.998 -2.134
N -1.977 -2.707 3.623
N -1.901 -0.600 3.479
N -1.773 0.679 2.955
N 0.931 0.763 1.582
N 1.529 -3.637 -5.634
N -2.297 -2.253 4.865
N 3.575 -3.908 -4.283
N 1.675 -1.279 -0.665
C 1.660 -1.871 -1.882
C 0.966 2.649 0.033
C -1.695 -0.868 -2.824
C 2.775 -1.394 0.079
C -2.513 3.802 -0.346
C -1.736 -1.734 2.754
C 1.693 2.909 2.403
C 3.898 -2.107 -0.332
C -4.341 1.831 -0.899
C 2.636 -3.190 -3.683
C -0.849 -2.114 -4.668
C 1.731 0.913 3.841
C 1.999 3.204 4.926
C 1.284 0.200 2.794
C 1.260 2.113 1.412
C -2.491 0.004 5.863
C -1.881 -1.405 -4.092
C 1.770 2.368 3.755
C 3.887 -2.717 -1.565
C 2.747 -2.598 -2.364
C 0.445 -1.714 -2.682
C 1.469 -3.036 -4.454
C -2.244 -0.964 4.773
C 0.337 -2.283 -3.952
H -1.002 1.150 3.424
H -4.490 0.789 -1.173
H 2.765 -0.890 1.034
H 4.757 -2.162 0.321
H -1.607 0.616 6.047
H 2.005 0.417 4.761
H -2.634 1.181 3.134
H 1.157 -0.876 2.857
H -4.607 1.998 0.143
H -2.823 -1.262 -4.602
H -2.493 -0.325 -2.337
H -0.942 -2.549 -5.654
H 1.908 3.949 2.202
H -2.821 3.686 0.692
H 4.738 -3.277 -1.929
H -1.486 4.153 -0.429
H -1.930 -3.698 3.442
H -2.735 -0.547 6.767
H -4.927 2.471 -1.560
H -3.323 0.666 5.619
H -3.184 4.474 -0.882
*
```

Here are the Mulliken charges for atoms 1 to 2, given in e: number 1, Zr, carries 1.195; number 2, S, carries 0.242

=====

A structure of composition C24H21NO14Pb, computed with ωB97M-V/def2-TZVPD.

## Properties
- HOMO energy (eV) = 1.7
- LUMO level (eV) = 3.29
- total energy (eV) = -60613.4487
- frontier orbital gap (eV) = 1.59
- molar mass (Da) = 754.6

```
! RIJCOSX wB97M-V def2-TZVPD def2/J DEFGRID3
* xyz -4 1
Pb -29.914 7.019 -15.120
O -30.644 12.077 -22.639
O -30.318 2.576 -16.791
O -26.100 8.363 -14.141
O -30.589 10.913 -17.314
O -29.125 -1.844 -17.173
O -30.540 8.861 -19.206
O -38.929 8.323 -10.392
O -28.429 5.518 -12.305
O -34.308 6.752 -12.586
O -27.855 3.399 -17.434
O -26.998 -0.954 -18.975
O -30.894 14.130 -20.415
O -36.933 10.299 -11.274
O -35.819 5.015 -10.776
N -28.158 8.382 -12.076
C -27.613 -0.140 -18.183
C -28.867 -0.612 -17.525
C -29.795 0.207 -17.063
C -28.081 2.199 -17.588
C -30.724 11.194 -18.493
C -25.499 9.375 -14.904
C -35.295 7.190 -11.959
C -36.182 6.198 -11.070
C -28.503 7.485 -11.008
C -30.909 12.504 -18.978
C -25.709 8.195 -12.770
C -27.958 6.166 -11.112
C -36.751 9.029 -11.255
C -35.648 8.647 -11.902
C -37.701 8.009 -10.649
C -30.724 10.517 -21.081
C -26.791 8.809 -11.900
C -30.946 12.891 -20.285
C -27.201 1.163 -18.137
C -29.585 1.705 -17.218
C -30.714 10.003 -19.598
C -37.388 6.667 -10.481
C -30.668 11.843 -21.364
C -27.777 4.229 -12.367
H -29.546 7.257 -11.227
H -25.734 10.419 -14.697
H -26.242 1.408 -18.567
H -26.954 9.829 -12.247
H -24.710 8.585 -12.574
H -25.698 7.120 -12.592
H -27.935 3.600 -11.491
H -28.554 7.873 -9.991
H -28.637 9.256 -12.235
H -26.716 4.435 -12.514
H -30.557 -0.235 -16.438
H -31.023 13.280 -18.235
H -34.936 9.405 -12.192
H -28.232 3.499 -13.036
H -25.909 9.300 -15.911
H -30.602 9.797 -21.877
H -26.573 8.925 -10.838
H -28.213 5.749 -10.138
H -26.876 6.297 -11.094
H -38.203 6.104 -10.049
H -24.443 9.148 -15.053
*
```

Here are the Mulliken charges for atoms 1 to 2, given in e: number 1, Pb, carries 0.868; number 2, O, carries -0.779

=====

A structure of composition C24H22BIrN9, computed with ωB97M-V/def2-TZVPD.

## Properties
- HOMO energy (spin up / spin down) (eV) = -14.2 / -14.2
- LUMO level (spin up / spin down) (eV) = -7.46 / -9.62
- total energy (eV) = -42158.7863
- frontier orbital gap (spin up / spin down) (eV) = 6.72 / 4.56
- molar mass (Da) = 639.5

```
! RIJCOSX wB97M-V def2-TZVPD def2/J DEFGRID3
* xyz 2 2
Ir 0.502 -0.177 -0.632
N 1.330 2.453 3.086
N 1.877 0.221 1.897
N -0.870 0.542 0.682
N 1.328 1.743 -0.602
N 1.519 2.336 0.593
N 1.628 -0.667 0.900
N -0.417 1.214 1.765
N 1.928 -0.802 -2.033
N 2.359 2.240 3.950
C 2.130 3.793 -0.956
C -0.282 -2.018 -0.669
C 0.250 -2.228 -3.132
C 1.228 -1.222 -3.234
C 1.543 -0.640 -4.445
C 1.688 2.618 -1.548
C -0.131 -2.842 -1.860
C -0.378 -2.643 -4.317
C 0.881 -1.049 -5.596
C -0.875 -2.628 0.458
C 2.688 -0.371 2.786
C 1.345 4.196 4.444
C -0.408 -4.214 -1.819
C 0.715 3.642 3.366
C 2.975 -1.656 2.355
C 2.007 3.570 0.404
C -0.911 -4.776 -0.670
C -1.448 1.448 2.591
C -2.188 0.373 0.824
C -0.077 -2.053 -5.530
C -2.601 0.936 2.023
C -1.165 -3.965 0.473
C 2.283 -1.804 1.167
C 2.363 3.273 4.766
B 1.097 1.587 1.897
H -0.590 -2.372 -6.426
H 2.247 4.202 1.244
H 3.091 3.326 5.559
H -1.143 -3.405 -4.267
H 1.602 2.370 -2.595
H 2.999 0.184 3.655
H 2.206 -2.656 0.510
H 2.490 4.682 -1.442
H 2.522 -1.541 -1.657
H -0.231 -4.826 -2.693
H 1.126 -0.591 -6.545
H -1.130 -5.835 -0.629
H -0.110 4.007 2.774
H -1.300 1.960 3.526
H -2.760 -0.138 0.066
H 3.598 -2.382 2.845
H 1.112 5.125 4.933
H -1.571 -4.427 1.364
H -1.045 -2.040 1.350
H 2.320 0.113 -4.504
H -3.598 0.971 2.424
H 2.558 -0.033 -2.260
*
```

Here are the Mulliken charges for atoms 1 to 2, given in e: number 1, Ir, carries 1.228; number 2, N, carries 0.305

=====

A structure of composition C24H22IMnN7O2STe2, computed with ωB97M-V/def2-TZVPD.

## Properties
- HOMO energy (spin up / spin down) (eV) = -10.1 / -10.2
- LUMO level (spin up / spin down) (eV) = -5.01 / -5.37
- total energy (eV) = -104605.1883
- frontier orbital gap (spin up / spin down) (eV) = 5.05 / 4.80
- molar mass (Da) = 909.6

```
! RIJCOSX wB97M-V def2-TZVPD def2/J DEFGRID3
* xyz 1 5
I -3.844 2.615 -4.980
Te -1.126 -1.710 -0.551
Te -0.948 -2.090 -3.967
Mn 0.063 0.710 -0.462
S 0.160 -2.824 2.400
O 1.675 1.199 7.336
O 0.527 -0.680 7.079
N -0.504 2.843 -2.406
N -0.953 1.744 0.621
N -2.223 3.014 2.219
N 1.438 0.425 0.927
N 1.601 0.292 -1.675
N -0.926 1.621 -2.041
N -2.618 5.023 3.529
C 2.578 0.002 0.433
C -2.391 -2.699 2.105
C -0.843 -3.266 3.717
C -1.299 3.381 -3.344
C -1.514 2.432 1.412
C -2.399 4.089 2.895
C 2.340 0.831 4.494
C -2.288 2.454 -3.601
C 2.712 -0.083 -0.978
C 1.152 0.444 5.106
C 0.042 0.137 4.324
C 2.772 -0.229 -3.698
C 1.663 0.214 -3.011
C 3.907 -0.623 -2.986
C 0.129 0.181 2.949
C -2.009 1.368 -2.764
C -2.167 -3.161 3.413
C -1.232 -2.437 1.424
C 1.338 0.505 2.326
C 1.075 0.266 6.591
C 3.874 -0.544 -1.614
C -0.571 -2.015 -6.101
C -3.089 -2.199 -4.192
C 2.435 0.857 3.117
H 0.774 0.503 -3.560
H 0.498 -2.073 -6.267
H 3.391 -0.328 1.068
H 4.714 -0.842 -1.009
H -3.538 -2.147 -3.206
H -3.433 -1.374 -4.808
H 3.210 1.062 5.092
H -3.351 -3.142 -4.658
H 2.752 -0.268 -4.773
H 3.356 1.179 2.655
H -0.399 -3.584 4.641
H -2.956 -3.402 4.101
H -3.366 -2.536 1.677
H 2.025 1.948 6.836
H -1.130 4.353 -3.755
H -0.875 -0.157 4.809
H -2.568 0.456 -2.653
H -0.732 -0.063 2.341
H 4.784 -0.980 -3.502
H -1.053 -2.858 -6.578
H 0.309 3.265 -1.971
H -0.951 -1.095 -6.530
*
```

Here are the Mulliken charges for atoms 1 to 2, given in e: number 1, I, carries 0.155; number 2, Te, carries -0.120

=====

A structure of composition C24H22MoN2O3, computed with ωB97M-V/def2-TZVPD.

## Properties
- HOMO energy (eV) = -14.2
- LUMO level (eV) = -8.70
- total energy (eV) = -36205.7575
- frontier orbital gap (eV) = 5.49
- molar mass (Da) = 482.4

```
! RIJCOSX wB97M-V def2-TZVPD def2/J DEFGRID3
* xyz 2 1
Mo 0.426 -0.597 -0.237
O 1.785 0.593 -0.327
O -1.161 -1.234 -0.851
O -2.596 -3.281 -1.400
N -2.070 0.818 -0.997
N -0.747 1.085 -0.687
C -0.423 1.352 4.453
C -1.423 1.647 5.371
C -1.272 -0.882 4.263
C 0.784 -0.275 2.898
C -2.270 -0.443 -1.128
C -0.357 2.308 -0.861
C 3.615 3.719 -0.619
C 3.375 2.357 -0.453
C 1.820 0.832 2.718
C -4.879 -2.986 -2.041
C -3.500 -1.077 -1.512
C -4.604 -0.238 -1.772
C -2.347 0.682 5.734
C -3.648 -2.471 -1.649
C -2.271 -0.587 5.175
C 1.267 4.148 -0.902
C -5.943 -2.145 -2.291
C 0.125 -0.687 1.628
C 2.072 1.921 -0.518
C 2.571 4.608 -0.837
C -5.811 -0.760 -2.156
C 0.993 2.786 -0.739
C -0.331 0.081 3.896
C 1.526 -1.573 3.348
H -2.983 -1.350 5.458
H -1.226 -1.889 3.861
H -0.813 -1.240 1.781
H -1.472 2.636 5.804
H -1.132 3.006 -1.164
H 2.246 1.083 3.688
H 2.326 -1.829 2.651
H 0.453 4.837 -1.083
H 2.777 5.661 -0.964
H 2.638 0.494 2.083
H 4.633 4.083 -0.578
H -4.993 -4.058 -2.149
H -6.890 -2.569 -2.596
H -6.650 -0.110 -2.355
H -4.479 0.830 -1.665
H 0.287 2.126 4.197
H 1.967 -1.354 4.322
H 4.181 1.656 -0.287
H -2.848 -4.199 -1.559
H 0.859 -2.424 3.466
H 1.386 1.738 2.292
H -3.122 0.913 6.452
*
```

Here are the Mulliken charges for atoms 1 to 2, given in e: number 1, Mo, carries 0.849; number 2, O, carries -0.693

=====

The ion C24H22N2O7P with charge -1, computed with ωB97M-V/def2-TZVPD.

## Properties
- HOMO energy (eV) = -3.8
- LUMO level (eV) = 1.27
- total energy (eV) = -51841.9260
- SMILES = CCOC(=O)[C@@H]([C@@H](C=[N+]([O-])[O-])c1ccc([N+](=O)[O-])cc1)P(=O)(c1ccccc1)c1ccccc1
- frontier orbital gap (eV) = 5.07
- molar mass (Da) = 481.4

```
! RIJCOSX wB97M-V def2-TZVPD def2/J DEFGRID3
* xyz -1 1
P -0.326 -0.034 1.693
O -0.760 3.018 -0.731
O 5.584 5.741 4.741
O 6.786 4.762 3.170
O 2.530 -0.625 1.786
O -0.439 -0.077 0.208
O -2.305 3.934 0.555
O 3.144 1.181 2.938
N -1.126 3.455 0.400
N 5.690 5.153 3.640
C 0.237 -2.091 3.590
C -3.934 1.798 2.203
C 4.332 0.421 3.207
C -2.811 1.201 1.636
C -0.249 3.488 1.451
C 4.604 4.303 1.613
C 0.182 -3.420 4.029
C 1.063 2.737 1.482
C -0.319 -1.740 2.357
C 4.508 4.930 2.869
C -3.176 1.139 4.421
C 2.129 4.570 2.894
C -4.124 1.761 3.589
C -0.421 -4.402 3.226
C 3.482 3.665 1.100
C -0.944 -2.721 1.567
C 5.301 1.308 3.934
C -0.993 -4.047 1.992
C -2.021 0.579 3.856
C -1.862 0.603 2.466
C 2.244 3.699 1.805
C 2.244 0.466 2.245
C 0.940 1.288 2.132
C 3.252 5.171 3.456
H 4.874 1.671 4.889
H 6.150 0.634 4.142
H 0.638 1.623 3.120
H 5.597 4.208 1.178
H -5.020 2.203 4.024
H -0.445 -5.441 3.562
H -4.642 2.292 1.540
H -0.501 4.246 2.201
H 3.589 3.133 0.156
H 4.058 -0.416 3.870
H -3.317 1.066 5.501
H -1.255 0.112 4.480
H 3.207 5.674 4.419
H 4.816 0.031 2.297
H -2.669 1.173 0.555
H 0.715 -1.336 4.215
H 5.649 2.167 3.327
H -1.479 -4.787 1.354
H -1.388 -2.438 0.611
H 0.619 -3.670 4.999
H 1.266 2.342 0.442
H 1.154 4.739 3.354
*
```

Here are the Mulliken charges for atoms 1 to 2, given in e: number 1, P, carries 1.083; number 2, O, carries -0.741